(1)
{"formula": "C32H53NP2Ru", "method": "ωB97M-V with the def2-TZVPD basis set", "e_homo_ev": [-11.52, -12.14], "s_squared": 6.085, "charge": 2, "multiplicity": 5, "homo_lumo_gap_ev": [6.50, 4.39], "total_energy_ev": -56669.77973, "elements": ["Ru", "C", "C", "C", "C", "C", "C", "H", "H", "H", "C", "H", "H", "H", "C", "H", "H", "H", "C", "H", "H", "H", "C", "H", "H", "H", "C", "C", "C", "C", "C", "C", "C", "C", "H", "H", "H", "H", "H", "H", "H", "H", "H", "H", "H", "H", "P", "C", "C", "P", "C", "C", "C", "H", "H", "H", "H", "H", "H", "H", "H", "H", "H", "H", "H", "H", "H", "C", "N", "C", "C", "C", "C", "C", "C", "C", "C", "H", "H", "H", "H", "H", "H", "H", "H", "H", "H", "H", "H"], "coordinates": [[-1.698, -2.507, -1.150], [1.869, 0.541, -0.711], [0.794, 1.376, -1.113], [0.845, 1.342, 1.186], [1.919, 0.553, 0.706], [0.178, 1.897, 0.058], [2.824, -0.172, -1.584], [2.501, -0.146, -2.630], [2.928, -1.226, -1.284], [3.829, 0.276, -1.529], [2.954, -0.070, 1.549], [3.797, -0.423, 0.941], [2.538, -0.927, 2.103], [3.343, 0.645, 2.290], [0.517, 1.551, 2.609], [1.434, 1.659, 3.208], [-0.049, 0.698, 3.021], [-0.092, 2.454, 2.748], [-0.907, 2.902, 0.091], [-0.518, 3.929, -0.022], [-1.448, 2.876, 1.047], [-1.626, 2.739, -0.724], [0.445, 1.714, -2.509], [1.064, 2.543, -2.894], [-0.606, 2.024, -2.596], [0.601, 0.852, -3.175], [-2.517, -4.045, -1.959], [-1.675, -3.978, -3.226], [-2.172, -3.012, -4.323], [-2.060, -1.512, -3.973], [-2.088, -1.152, -2.498], [-3.265, -1.484, -1.685], [-4.352, -2.350, -2.319], [-4.008, -3.848, -2.235], [-3.214, -3.246, -4.603], [-2.894, -0.985, -4.463], [-1.593, -3.195, -5.246], [-4.288, -4.361, -3.164], [-2.315, -4.985, -1.429], [-1.758, -4.999, -3.668], [-4.578, -4.320, -1.431], [-5.297, -2.165, -1.779], [-3.732, -0.612, -1.077], [-4.527, -2.023, -3.353], [-1.140, -1.104, -4.416], [-1.615, -0.173, -2.290], [0.203, -4.156, -3.114], [0.717, -5.850, -3.321], [1.050, -3.026, -4.200], [-4.334, 0.426, 0.248], [0.233, -3.517, -1.443], [-4.544, 2.160, -0.129], [-5.707, -0.509, 0.906], [0.851, -6.322, -2.337], [1.673, -5.868, -3.861], [-0.028, -6.417, -3.896], [0.683, -3.111, -5.233], [2.121, -3.281, -4.181], [0.936, -1.989, -3.850], [-6.453, -0.638, 0.105], [-6.163, 0.008, 1.764], [-5.383, -1.506, 1.234], [1.120, -2.875, -1.302], [0.236, -4.383, -0.758], [-4.115, 2.826, 0.635], [-5.614, 2.388, -0.250], [-4.047, 2.381, -1.084], [2.168, -3.460, 2.174], [1.104, -2.484, 2.421], [0.917, -2.253, 3.842], [-0.071, -2.765, 1.594], [-1.294, -1.915, 1.786], [-1.843, -1.775, 3.082], [-2.722, -0.729, 3.366], [-3.065, 0.183, 2.399], [-2.634, -0.010, 1.001], [-1.916, -1.323, 0.699], [3.044, -3.201, 2.782], [1.845, -4.485, 2.436], [2.453, -3.443, 1.112], [0.393, -1.306, 4.029], [0.367, -3.080, 4.328], [1.908, -2.183, 4.317], [0.296, -2.603, 0.565], [-0.331, -3.841, 1.681], [-1.573, -2.490, 3.859], [-3.110, -0.642, 4.388], [-3.631, 1.082, 2.661], [-1.956, 0.809, 0.685]], "mulliken_spin": [0.137, 0.348, 0.357, 0.244, 0.265, 0.444, -0.002, -0.004, 0.018, 0.028, 0.044, -0.003, 0.026, 0.022, 0.051, 0.009, 0.023, -0.001, 0.024, 0.027, 0.002, 0.003, -0.001, 0.026, 0.001, 0.005, 0.062, -0.014, -0.007, 0.007, 0.008, -0.016, -0.011, 0.008, -0.001, 0.001, 0.000, 0.000, 0.003, 0.002, -0.001, 0.010, 0.197, -0.005, 0.001, -0.020, -0.002, 0.001, 0.003, 0.634, 0.035, 0.011, 0.004, 0.000, 0.000, 0.000, 0.000, 0.000, -0.002, 0.009, 0.017, -0.004, -0.003, 0.002, 0.020, 0.003, 0.005, -0.004, 0.012, 0.017, -0.084, -0.240, 0.408, -0.074, 0.351, -0.229, 0.643, 0.001, 0.001, -0.001, -0.019, -0.001, 0.003, 0.004, 0.004, 0.003, 0.005, -0.008, 0.155]}



(2)
{"formula": "C32H54BeBr2Cl5CsF2KNO8PS", "method": "ωB97M-V with the def2-TZVPD basis set", "e_homo_ev": [-4.24, -4.69], "s_squared": 1.764, "charge": 0, "multiplicity": 2, "homo_lumo_gap_ev": [0.75, 1.21], "total_energy_ev": -297444.94851, "elements": ["C", "O", "C", "C", "C", "C", "C", "C", "C", "C", "C", "C", "C", "C", "O", "O", "C", "C", "C", "O", "Br", "P", "O", "O", "S", "H", "H", "H", "H", "H", "H", "H", "H", "H", "H", "H", "H", "H", "H", "H", "H", "H", "H", "H", "H", "H", "H", "H", "H", "H", "H", "H", "H", "H", "H", "O", "H", "C", "Cl", "Cl", "Cl", "Cl", "Be", "F", "C", "C", "C", "C", "C", "C", "H", "H", "H", "H", "H", "Br", "F", "K", "C", "C", "C", "C", "C", "C", "N", "O", "C", "C", "C", "H", "H", "H", "H", "H", "H", "H", "H", "H", "H", "H", "H", "H", "H", "H", "H", "H", "H", "Cl", "Cs"], "coordinates": [[0.129, -0.781, 0.797], [0.308, -2.033, 1.421], [-0.853, -2.843, 1.278], [-0.883, -3.456, -0.157], [-0.846, -5.011, -0.089], [-0.245, -5.540, -1.405], [1.316, -5.472, -1.378], [1.842, -5.835, -2.773], [3.363, -6.150, -2.775], [4.065, -5.696, -4.078], [5.285, -4.802, -3.691], [5.704, -3.738, -4.743], [5.536, -4.161, -6.224], [5.644, -2.848, -7.061], [6.528, -2.153, -6.836], [4.679, -2.517, -8.016], [3.448, -2.138, -7.399], [2.456, -3.344, -7.637], [1.594, -3.640, -6.415], [1.735, -3.169, -5.382], [0.126, -4.938, -6.690], [2.684, -0.659, -8.236], [2.373, -0.975, -9.816], [1.194, -0.445, -7.520], [3.710, 0.957, -8.017], [1.016, -0.140, 0.916], [-0.014, -0.882, -0.296], [-0.777, -0.254, 1.183], [-1.780, -2.255, 1.447], [-0.879, -3.664, 2.009], [-0.019, -3.085, -0.728], [-1.786, -3.117, -0.690], [-1.894, -5.347, -0.001], [-0.256, -5.369, 0.768], [-0.583, -4.979, -2.291], [-0.500, -6.605, -1.531], [1.632, -6.184, -0.598], [1.604, -4.441, -1.100], [1.578, -5.025, -3.472], [1.330, -6.763, -3.070], [3.819, -5.698, -1.876], [3.456, -7.286, -2.601], [3.360, -5.181, -4.741], [4.460, -6.617, -4.563], [6.116, -5.468, -3.412], [4.977, -4.236, -2.796], [5.141, -2.802, -4.606], [6.775, -3.539, -4.596], [6.338, -4.823, -6.585], [4.572, -4.631, -6.460], [3.566, -1.914, -6.328], [3.083, -4.231, -7.813], [1.816, -3.189, -8.518], [1.503, -0.601, -10.037], [1.287, -0.534, -6.558], [1.218, -8.701, -2.226], [1.165, -9.680, -2.189], [2.622, -3.106, 4.103], [2.378, -4.432, 2.977], [1.204, -2.937, 5.145], [4.062, -3.474, 5.126], [2.904, -1.617, 3.218], [4.193, -8.588, -3.219], [-3.144, 0.114, 1.552], [-3.528, 0.455, 2.780], [-4.760, 1.060, 2.952], [-5.164, 1.414, 4.227], [-4.329, 1.167, 5.311], [-3.092, 0.561, 5.125], [-2.689, 0.196, 3.851], [-5.389, 1.251, 2.093], [-6.130, 1.883, 4.375], [-4.644, 1.446, 6.304], [-2.443, 0.374, 5.970], [-1.734, -0.284, 3.681], [5.891, 2.051, -6.452], [1.886, -10.678, -1.085], [-5.698, 2.659, 7.586], [-5.100, 9.843, 5.567], [-4.383, 8.530, 5.987], [-2.918, 8.809, 6.367], [-1.961, 8.965, 5.188], [-2.136, 7.830, 4.185], [-3.587, 7.680, 3.724], [-4.521, 7.532, 4.882], [-4.368, 6.339, 5.377], [-3.966, 8.902, 2.863], [-3.700, 6.498, 2.757], [-5.106, 8.088, 7.265], [-5.775, 9.685, 4.726], [-5.721, 10.240, 6.369], [-4.397, 10.632, 5.294], [-2.546, 7.987, 6.989], [-2.869, 9.705, 6.990], [-2.107, 9.933, 4.702], [-0.933, 8.966, 5.556], [-1.489, 8.005, 3.323], [-1.786, 6.895, 4.639], [-5.007, 8.844, 2.542], [-3.347, 8.937, 1.966], [-3.821, 9.857, 3.362], [-3.356, 5.561, 3.198], [-3.087, 6.673, 1.874], [-4.731, 6.361, 2.424], [-6.150, 7.834, 7.065], [-5.090, 8.892, 8.000], [-4.626, 7.228, 7.736], [8.475, 2.111, -7.238], [5.497, -4.243, 6.908]], "mulliken_spin": [0.000, 0.000, 0.000, 0.000, 0.002, -0.002, 0.010, -0.025, 0.001, 0.003, 0.001, 0.000, 0.000, 0.000, 0.000, 0.001, -0.002, 0.001, 0.000, 0.000, 0.000, 0.013, 0.003, -0.001, 0.003, 0.000, 0.000, 0.000, 0.000, 0.000, 0.000, 0.000, 0.000, 0.000, 0.001, -0.003, -0.003, 0.001, 0.003, 0.011, -0.002, -0.003, 0.000, 0.000, 0.000, 0.000, 0.000, 0.000, 0.000, 0.000, 0.001, 0.000, 0.000, 0.000, -0.001, 0.917, -0.020, 0.000, 0.000, 0.000, 0.000, 0.000, -0.005, 0.000, 0.000, 0.000, 0.000, 0.001, 0.000, 0.000, 0.000, 0.000, 0.000, 0.000, 0.000, 0.552, 0.115, -0.001, -0.020, -0.017, -0.025, 0.020, -0.026, -0.018, -0.394, -0.538, -0.013, 0.017, 0.012, 0.013, -0.001, 0.000, -0.003, -0.001, 0.000, -0.003, -0.001, -0.004, 0.006, 0.000, -0.001, -0.001, 0.000, 0.000, 0.001, -0.001, -0.001, 0.429, 0.000]}